{
  "formula": "CH7N2O2P",
  "method": "the ωB97M-V functional and the def2-TZVPD basis",
  "gap_ev": 10.5,
  "multiplicity": 1,
  "e_homo_ev": -10.0,
  "e_tot_ha": -643.61641,
  "smiles": "O=PO.CNN",
  "species": ["H", "H", "H", "H", "N", "O", "H", "N", "H", "P", "C", "H", "O"],
  "xyz": [[-0.255, 0.720, 1.361], [0.875, 0.974, 0.298], [-1.074, -0.586, -1.818], [-1.913, 0.360, -0.447], [0.434, 0.260, 0.815], [3.508, -0.778, 4.766], [-0.458, 0.839, -1.388], [-0.035, -0.791, -0.079], [0.649, -1.258, -0.597], [2.224, -0.389, 4.210], [-0.944, -0.012, -0.965], [1.730, -0.662, 1.880], [2.344, -0.774, 2.643]],
  "lowdin_charge": [0.08, 0.06, 0.04, 0.12, -0.04, -0.47, 0.05, -0.12, 0.08, 0.71, -0.14, -0.01, -0.36]
}